DFT (the ωB97M-V functional and the def2-TZVPD basis) results for a gas-phase ion, C20H13N6O3 (charge -1) at a distorted geometry.

Last column: Löwdin charge in e.
Element x y z (Å)
C 0.804386 -3.734220 1.929769  -0.096
C 0.147015 -3.040804 0.905636  -0.083
C 0.230793 -1.647977 0.812799  -0.018
C 0.882887 -0.932886 1.831583  -0.164
C 0.864684 0.621975 1.848668  -0.291
C -0.516652 0.976064 1.268609  -0.303
O -0.600291 1.429148 0.141707  0.110
C -1.722947 0.492426 2.035957  -0.114
C -1.669689 -0.311832 3.194154  -0.010
C -2.798379 -0.998856 3.648660  -0.069
C -4.028198 -0.824148 2.998608  -0.091
C -4.119300 0.055646 1.908990  -0.083
C -2.974024 0.695395 1.428626  -0.011
C 1.049063 1.224470 3.158170  -0.185
N 1.146048 1.670891 4.229455  0.220
C 1.517419 -1.624587 2.856363  -0.068
C 1.544062 -3.020908 2.872192  -0.067
H 0.745474 -4.825517 1.986666  0.097
H -0.452119 -3.585198 0.175525  0.097
H -0.266180 -1.125373 -0.015305  0.127
H -0.723999 -0.427573 3.729043  0.107
H -2.718614 -1.659683 4.516741  0.104
H -4.914108 -1.367087 3.334274  0.097
H -5.082766 0.254888 1.423933  0.101
H -3.016011 1.347857 0.552489  0.123
H 2.019286 -1.068143 3.647324  0.098
H 2.129973 -3.503463 3.655514  0.104
O -0.041028 3.492763 1.628809  0.000
N 0.886493 3.606270 0.800288  -0.346
C 1.972443 2.680617 0.738636  -0.124
C 1.935233 1.177828 1.036171  -0.163
N 3.208897 0.959587 1.711528  -0.007
N 3.486483 -0.051594 2.577266  -0.001
N 4.771517 -0.189899 2.653443  -0.043
N 5.389023 0.714452 1.852297  0.025
C 4.404068 1.436924 1.249278  -0.314
C 4.386918 2.597305 0.451127  -0.061
C 3.159887 3.196878 0.221794  -0.040
O 0.932939 4.578087 -0.000754  -0.035
H 2.024479 0.690860 0.037211  0.181
H 5.347445 2.996629 0.161055  0.085
H 3.112272 4.180437 -0.244711  0.113

Cartesian forces, eV/Å:
C 0.1 0.1 -0.2
C 0.1 0.0 0.1
C 0.1 0.0 0.3
C 0.0 -0.3 0.1
C -1.6 -0.9 0.4
C -0.4 0.4 -0.8
O -0.2 -1.0 1.0
C -0.9 -0.3 0.0
C 0.2 0.1 -0.2
C -0.1 0.4 -0.2
C 0.2 0.2 -0.2
C 0.1 0.0 0.2
C 0.1 -0.1 0.1
C -0.5 0.6 3.1
N -0.1 -0.8 -1.9
C -0.3 -0.6 0.4
C -0.3 0.4 0.0
H 0.0 0.4 -0.1
H 0.2 0.1 0.1
H 0.2 -0.3 0.4
H -0.4 -0.1 -0.2
H 0.0 0.3 -0.3
H 0.3 0.2 0.0
H 0.4 -0.2 0.2
H 0.0 -0.3 0.3
H -0.4 -0.4 -0.3
H -0.3 -0.1 -0.2
O 0.8 -0.2 -0.5
N 0.5 0.3 -0.7
C -1.1 0.7 0.0
C 2.2 1.9 -1.9
N 2.0 -0.8 0.1
N 1.0 -0.1 -0.2
N -1.1 1.4 -0.8
N -0.8 0.6 -0.6
C 0.0 -1.1 1.4
C 0.1 0.1 -0.8
C 0.9 0.1 0.4
O -0.4 -0.7 1.1
H -0.4 -0.2 0.5
H -0.2 0.2 -0.2
H 0.0 -0.3 0.2

Output
LUMO	0.0858	hartree
orbital gap	0.2306	hartree
net charge	-1
HOMO	-3.94	eV
max |F|	3.42	eV Å⁻¹